(1)
Molecular formula: C8H10
Method: DFT, the ωB97M-V functional and the def2-TZVPD basis

```
18
Properties=species:S:1:pos:R:3:forces:R:3
C 2.0277 -1.0712 1.2758 0.7 -0.2 -1.4
C 1.4368 0.0180 0.3404 -0.8 -2.1 3.2
C 0.1994 0.7623 0.7713 0.8 0.8 -4.5
C -0.1633 1.3018 -0.6535 -0.8 -0.9 -0.4
C -1.6485 1.2702 -1.0931 -0.2 -2.0 4.2
C -2.0292 -0.2232 -1.2980 -0.9 0.6 -0.3
C -1.1212 -1.1321 -0.9004 2.9 2.7 0.1
C 0.1858 -0.2073 -0.4104 -2.9 1.1 -0.7
H 2.6878 -0.7494 2.0825 0.2 0.7 -0.4
H 2.6620 -1.6667 0.5576 -0.7 0.0 1.1
H 1.3209 -1.6761 1.8392 -0.5 -0.2 -0.6
H 2.1847 0.5786 -0.1033 1.5 1.1 -1.1
H -0.3925 0.8281 1.6150 -0.8 -0.2 1.6
H 0.3426 2.0442 -1.3901 0.3 -1.4 1.9
H -1.7622 1.7236 -1.9968 -0.4 1.6 -2.5
H -2.3730 1.7548 -0.3241 1.1 -0.7 -1.3
H -3.0352 -0.2681 -1.8344 1.4 -1.0 1.0
H -0.8942 -2.1840 -1.0633 -0.9 0.2 0.1
```
Forces are in eV/Å.

Calculated values
HOMO: -8.422 eV
electronic energy: -310.66288 a.u.
LUMO level: 0.0435 Eh
SMILES: C[C@@H]1[C@H]2[C@@H]3CC=C[C@@]213

(2)
Molecular formula: C8H10
Method: DFT, the ωB97M-V functional and the def2-TZVPD basis

```
18
Properties=species:S:1:pos:R:3:forces:R:3
C 0.2149 -0.1472 1.4711 1.3 -0.6 0.2
C 0.3143 1.1045 0.8774 1.3 1.4 -1.1
C 1.0151 1.3532 -0.3447 0.1 0.0 2.0
C 1.6641 0.2673 -0.9857 -1.9 1.9 1.0
C 1.4686 -1.0050 -0.4633 -0.9 0.3 0.9
C 0.7493 -1.2358 0.7736 2.1 0.3 -0.2
H -0.0816 -0.2825 2.5265 -0.2 0.2 -0.8
H 0.0261 2.0352 1.3583 -0.4 -0.4 0.4
H 1.1733 2.4645 -0.5726 -0.2 -2.0 -0.2
H 2.1772 0.6036 -1.8634 0.6 -0.9 -0.5
H 1.8685 -1.8147 -1.0294 0.3 -0.7 0.0
H 0.9438 -2.1969 1.3210 -0.7 0.8 -0.9
C -2.0964 0.3583 -0.2078 -0.4 -2.3 0.6
C -1.6708 -0.7436 -0.8876 -1.3 1.7 0.9
H -2.1487 0.1851 0.9106 -0.4 0.9 -1.4
H -2.5088 1.2798 -0.6605 0.7 -0.6 0.3
H -1.5155 -1.6823 -0.2426 0.1 1.4 -1.9
H -1.5932 -0.5437 -1.9809 0.1 -1.3 0.8
```
Forces are in eV/Å.

Calculated values
HOMO: -8.901 eV
electronic energy: -310.73888 a.u.
LUMO level: 0.0410 Eh
SMILES: c1ccccc1.C=C

Results for energy relative to the best compared isomer or geometry (same formula, charge and spin): 108.43 60.74 (in kcal/mol, following the order of the records).